--- w ---
{
  "formula": "C8H11N",
  "method": "the ωB97M-V functional and the def2-TZVPD basis",
  "symbols": ["C", "C", "C", "C", "C", "C", "C", "C", "H", "H", "H", "H", "H", "H", "H", "H", "H", "H", "H", "N"],
  "positions_angstrom": [[0.65924, 1.85641, 0.18396], [-0.19672, 0.68606, 0.04291], [-1.58823, 0.93823, 0.04203], [-2.64310, -0.03046, 0.03832], [-3.45575, -0.90113, -0.29752], [0.58238, -0.47623, 0.03072], [0.44303, -1.42926, 0.91720], [1.68090, -0.54222, -0.96854], [0.18471, 2.84518, -1.12355], [2.37433, 1.15044, 0.35542], [-0.02836, 2.66584, 1.90458], [-1.88848, 1.93948, -0.26178], [-4.18215, -1.66698, -0.94062], [0.68246, -2.51166, 0.71965], [-0.20832, -1.18674, 1.75748], [2.09809, -1.49339, -1.40330], [1.42018, 0.21970, -1.61643], [2.60461, -0.73511, 0.83919], [3.93890, -0.79061, -0.20830], [2.87336, -0.14922, 0.00616]],
  "orbital_gap_ev": 7.1,
  "total_charge": 0
}

--- x ---
{
  "formula": "C8H11N",
  "method": "the ωB97M-V functional and the def2-TZVPD basis",
  "symbols": ["C", "C", "C", "C", "C", "C", "C", "C", "N", "H", "H", "H", "H", "H", "H", "H", "H", "H", "H", "H"],
  "positions_angstrom": [[1.65348, 2.58523, 1.85445], [-1.84525, 0.41955, 0.26826], [-1.63418, 0.18613, -1.04009], [-0.59121, -0.16448, 0.80473], [-0.37979, -0.52221, -0.69863], [0.24332, -0.15613, 1.81977], [0.85961, 0.14727, -1.29476], [-0.34607, -2.12632, -1.04668], [2.68182, 2.88646, 2.20014], [-2.64522, 0.92969, 0.87567], [-2.19206, 0.17780, -1.96947], [0.64799, 2.47356, 1.53733], [1.13888, -0.71995, 1.92121], [-0.10994, 0.16094, 2.74392], [1.22744, -0.54632, -2.07036], [1.58088, 0.40601, -0.57101], [0.62901, 1.25779, -1.70981], [-1.21330, -2.71792, -0.91655], [0.44918, -2.59242, -0.57122], [-0.15459, -2.08467, -2.13690]],
  "orbital_gap_ev": 9.9,
  "total_charge": 0
}

Relative stability in kcal/mol, measured from the most stable structure: w 249.9; x 0.0

--- w ---
{
  "formula": "C2H3FS2",
  "method": "the ωB97M-V functional and the def2-TZVPD basis",
  "symbols": ["C", "C", "H", "H", "H", "F", "S", "S"],
  "positions_angstrom": [[-0.50500, 0.00707, 0.09378], [0.89391, 0.47276, -0.35420], [-1.89135, -1.12181, 1.05201], [0.86633, 1.05370, -1.31617], [1.43961, 0.81245, 0.52575], [1.62395, -0.67983, -0.63435], [-0.62007, -1.53920, 0.66005], [-1.80737, 0.99486, -0.02685]],
  "smiles": "FCC(=S)S",
  "orbital_gap_ev": 8.5,
  "total_charge": 0
}

--- x ---
{
  "formula": "C2H3FS2",
  "method": "the ωB97M-V functional and the def2-TZVPD basis",
  "symbols": ["C", "C", "F", "S", "S", "H", "H", "H"],
  "positions_angstrom": [[0.36487, 1.78504, -0.24653], [-0.25905, 2.15123, 0.67713], [-0.31176, -3.31631, -1.14024], [-1.16558, -1.05733, 0.93055], [0.20370, -2.11941, 0.06466], [0.92227, 1.10929, -0.86892], [0.93571, -1.35954, -0.85207], [-0.69017, 2.80703, 1.43541]],
  "orbital_gap_ev": 8.4,
  "total_charge": 0
}

Relative stability in kcal/mol, measured from the most stable structure: w 0.0; x 68.2

--- w ---
{
  "formula": "CH3N5",
  "method": "the ωB97M-V functional and the def2-TZVPD basis",
  "symbols": ["C", "H", "H", "H", "N", "N", "N", "N", "N"],
  "positions_angstrom": [[0.20882, -1.14845, -0.01496], [0.69075, 1.95094, -0.79506], [-0.64985, 1.40495, -1.50000], [0.44304, -1.74257, -0.80798], [0.17646, 1.07520, -1.15980], [-0.15498, 0.14776, -0.06633], [0.05638, -1.57468, 1.15361], [-0.36673, -0.55545, 1.98230], [-0.40389, 0.44230, 1.20822]],
  "smiles": "Nn1cnnn1",
  "orbital_gap_ev": 11.2,
  "total_charge": 0
}

--- x ---
{
  "formula": "CH3N5",
  "method": "the ωB97M-V functional and the def2-TZVPD basis",
  "symbols": ["C", "H", "H", "H", "N", "N", "N", "N", "N"],
  "positions_angstrom": [[-0.13339, 0.70386, -0.24039], [-1.46456, 1.71105, -1.23871], [0.95101, -2.13804, 0.42772], [-1.37461, -0.68716, -0.02765], [-0.75896, 1.73516, -0.57833], [1.10705, 0.83610, 0.45188], [1.42676, -0.20033, 1.03073], [0.55147, -1.21016, 0.60192], [-0.30477, -0.75048, -0.42716]],
  "smiles": "[H]/N=c1/nn[nH][nH]1",
  "orbital_gap_ev": 9.7,
  "total_charge": 0
}

--- y ---
{
  "formula": "CH3N5",
  "method": "the ωB97M-V functional and the def2-TZVPD basis",
  "symbols": ["C", "H", "H", "H", "N", "N", "N", "N", "N"],
  "positions_angstrom": [[0.60619, 0.19042, 0.56033], [1.64647, 0.36849, 2.14855], [-2.14024, -0.17778, -0.46585], [-0.73140, -0.56558, 1.62068], [1.69026, 0.43056, 1.14203], [0.49988, 0.27701, -1.07668], [-0.54401, -0.10453, -1.41292], [-1.32506, -0.68319, -0.39150], [-0.66565, -0.02951, 0.78688]],
  "smiles": "[H]/N=c1/nn[nH][nH]1",
  "orbital_gap_ev": 10.4,
  "total_charge": 0
}

Relative stability in kcal/mol, measured from the most stable structure: w 0.0; x 8.1; y 10.1